47
Properties=species:S:1:pos:R:3:forces:R:3 method="wB97M-V/def2-TZVPD" homo_energy_ev=-4.4 homo_lumo_gap_ev=7.038 mol_weight_da=632.048 charge=-1 lumo_ev=2.647
Sn 0.38145 -0.24773 -2.03681 -0.281 0.653 0.083
C -1.68011 0.38541 1.30787 -0.180 0.079 0.021
N -0.42843 -0.11376 0.77001 0.222 -0.028 -0.040
C -0.18496 -1.47322 1.20258 0.060 -0.071 0.160
C -1.13541 -2.48681 0.61299 -0.012 -0.100 -0.024
C -1.11756 -3.79499 1.09591 0.026 0.007 -0.025
C -1.94686 -4.73274 0.51537 -0.002 -0.018 0.008
C -2.77737 -4.34170 -0.52620 -0.011 0.041 -0.010
C -2.73261 -3.01904 -0.92993 0.055 -0.038 0.000
N -1.93884 -2.10598 -0.37272 0.035 -0.067 -0.042
C 0.65484 0.77675 1.17335 0.044 0.156 0.033
C 2.01175 0.41006 0.64033 -0.012 -0.200 0.168
C 3.10215 0.56014 1.44662 0.049 0.015 0.008
C 4.37479 0.12513 0.95461 -0.072 -0.033 0.003
C 4.50715 -0.23415 -0.33242 -0.061 0.107 -0.072
C 3.35583 -0.03052 -1.24668 0.033 -0.194 0.105
N 2.08611 -0.10047 -0.60941 -0.007 0.207 -0.261
C -2.09109 1.70250 0.69900 -0.068 0.052 0.006
C -2.37991 2.79905 1.50424 0.027 0.053 -0.019
C -2.74911 3.99250 0.90511 -0.006 0.012 0.007
C -2.80461 4.05804 -0.47621 -0.001 -0.002 0.013
C -2.49689 2.91168 -1.19615 0.027 -0.030 0.019
N -2.16559 1.75822 -0.62917 0.035 -0.031 -0.006
H -1.59388 0.52054 2.40109 -0.017 -0.049 0.013
H -2.46177 -0.35260 1.12295 0.032 0.075 -0.069
H -0.22335 -1.56257 2.30442 0.026 0.042 0.008
H 0.83228 -1.74069 0.90430 -0.009 -0.074 -0.028
H -0.44170 -4.06766 1.89783 -0.013 0.025 -0.009
H -1.94217 -5.75850 0.86354 0.000 0.008 -0.012
H -3.43777 -5.04466 -1.01579 0.011 0.009 -0.012
H -3.34949 -2.66580 -1.74923 -0.027 -0.015 0.012
H 0.72225 0.82711 2.27275 -0.026 0.052 0.010
H 0.41390 1.77987 0.80587 -0.017 -0.043 -0.020
H 2.98358 0.91718 2.46024 -0.009 -0.010 0.004
H 5.20826 0.03852 1.64359 0.017 0.008 -0.026
H 5.43229 -0.60860 -0.74964 -0.004 -0.016 0.034
H 3.36945 -0.71454 -2.09207 0.026 0.067 -0.062
H -2.29153 2.72434 2.58081 -0.008 -0.033 -0.006
H -2.97208 4.86299 1.50967 0.002 0.004 -0.003
H -3.06699 4.97514 -0.98600 0.010 -0.012 -0.018
H -2.50568 2.91849 -2.28089 -0.016 0.011 0.005
O 3.57089 1.34792 -1.86719 0.020 0.045 0.010
S 2.40614 1.86971 -2.80279 0.092 0.053 0.084
O 1.94975 0.62492 -3.50348 -0.174 0.041 0.111
O 1.32553 2.33792 -1.93770 0.006 0.029 -0.072
O 2.98740 2.85635 -3.66322 0.017 -0.132 -0.004
I 1.23998 -2.88375 -2.59136 0.160 -0.653 -0.081